The following is a quantum chemistry calculation of a molecular structure, C36H31N7O2ReS, from OMol25.

Geometry as XYZ:
```
78
Properties=species:S:1:pos:R:3
Re 0.700 -0.245 0.382
C -4.333 4.848 0.706
C -3.102 3.995 0.697
C -1.833 4.556 0.557
C -0.711 3.760 0.531
C -0.808 2.369 0.643
N 0.332 1.564 0.481
C 1.625 2.178 0.355
C 1.986 2.901 -0.778
C 3.254 3.438 -0.877
C 4.204 3.251 0.131
C 5.585 3.820 0.006
C 3.855 2.481 1.237
C 2.581 1.948 1.352
N 2.279 1.133 2.487
C 2.677 1.266 3.766
C 2.181 0.196 4.475
C 1.463 -0.559 3.547
N 1.525 0.010 2.347
C -2.072 1.809 0.874
C -3.197 2.621 0.867
N -2.235 0.433 1.180
C -3.334 -0.175 1.673
C -3.018 -1.479 1.971
C -1.676 -1.599 1.642
N -1.205 -0.444 1.166
H -4.159 5.798 0.205
H -4.637 5.064 1.731
H -5.163 4.346 0.213
H -1.726 5.627 0.456
H 0.256 4.222 0.412
H 1.260 3.038 -1.568
H 3.520 4.008 -1.757
H 5.612 4.628 -0.720
H 6.285 3.051 -0.324
H 5.939 4.204 0.961
H 4.590 2.279 2.005
H 3.262 2.114 4.075
H 2.308 -0.001 5.523
H 0.900 -1.466 3.685
H -4.178 2.187 0.983
H -4.247 0.365 1.824
H -3.667 -2.229 2.381
H -1.025 -2.456 1.707
C -5.504 -4.713 -0.793
C -4.431 -3.708 -1.091
C -3.096 -4.091 -1.195
C -2.103 -3.167 -1.475
C -2.447 -1.834 -1.636
C -3.772 -1.423 -1.540
C -4.751 -2.363 -1.269
S -1.264 -0.625 -2.104
O -1.626 0.613 -1.471
O -1.054 -0.652 -3.516
N 0.158 -1.093 -1.361
C 1.105 -1.896 -2.068
C 0.930 -2.645 -3.202
C 2.001 -3.410 -3.723
C 3.227 -3.443 -3.122
C 3.427 -2.704 -1.928
C 4.629 -2.697 -1.200
C 4.729 -1.982 -0.030
C 3.620 -1.270 0.419
N 2.468 -1.240 -0.251
C 2.359 -1.945 -1.422
H -5.151 -5.730 -0.949
H -6.375 -4.551 -1.426
H -5.834 -4.628 0.243
H -2.833 -5.134 -1.074
H -1.075 -3.491 -1.565
H -4.031 -0.384 -1.691
H -5.785 -2.050 -1.209
H -0.011 -2.654 -3.729
H 1.826 -3.976 -4.626
H 4.039 -4.029 -3.528
H 5.472 -3.269 -1.568
H 5.639 -1.968 0.549
H 3.661 -0.708 1.340
```

* ΔE to the lowest compared entry with this formula, charge and spin: 70.46 kJ/mol
* LUMO level (spin up / spin down): -6.89 / -6.62 eV
* ⟨S²⟩: 0.764
* HOMO-LUMO gap (spin up / spin down): 6.298 / 6.812 eV
* 2S+1: 2
* total charge: +2

***

The following is a quantum chemistry calculation of a molecular structure, C7H19IO2V in a non-equilibrium geometry, from OMol25.

Geometry as XYZ:
```
30
Properties=species:S:1:pos:R:3
C 0.232 -1.334 -4.529
C 0.230 0.154 -4.857
H 1.251 -1.721 -4.471
H -0.280 -1.899 -5.312
H -0.263 -1.553 -3.582
H 0.596 0.758 -4.028
H 0.871 0.355 -5.718
H -0.771 0.504 -5.113
V -0.380 -0.258 0.617
C -1.302 0.992 -0.801
H -0.478 1.684 -1.039
H -2.124 1.524 -0.309
H -1.636 0.448 -1.686
I -0.639 -2.550 -0.377
C -2.150 0.782 2.617
O -1.055 -0.201 2.486
C 0.033 0.060 3.538
C 1.110 0.873 2.851
O 1.324 0.253 1.454
C 2.293 -0.882 1.523
H -1.818 1.789 2.325
H -2.475 0.787 3.662
H -2.940 0.440 1.944
H -0.417 0.589 4.384
H 0.385 -0.937 3.824
H 0.788 1.898 2.638
H 2.065 0.848 3.380
H 2.744 -0.928 0.528
H 3.039 -0.658 2.295
H 1.766 -1.818 1.758
```

* ΔE to the lowest compared entry with this formula, charge and spin: 8.50 kJ/mol
* LUMO level (spin up / spin down): -10.75 / -9.50 eV
* ⟨S²⟩: 0.922
* HOMO-LUMO gap (spin up / spin down): 5.805 / 7.060 eV
* 2S+1: 2
* total charge: +2

***

The following is a quantum chemistry calculation of a single C3H6O3 molecule, from OMol25.

Geometry as XYZ:
```
12
Properties=species:S:1:pos:R:3
O -0.953 1.180 0.383
C -0.994 -0.795 0.148
C 0.396 -0.895 -0.004
O 0.878 -0.998 -1.291
C 0.537 0.857 0.429
O 1.220 1.412 -0.440
H -1.044 1.615 -0.482
H -1.646 -0.768 -0.720
H -1.466 -0.976 1.108
H 0.954 -1.437 0.763
H 1.314 -0.129 -1.452
H 0.792 0.878 1.500
```

* ΔE to the lowest compared entry with this formula, charge and spin: 381.49 kJ/mol
* LUMO level: -0.29 eV
* HOMO-LUMO gap: 8.869 eV
* 2S+1: 1

***

The following is a quantum chemistry calculation of 2 unconnected molecules or ions with the total composition C5H4O in a non-equilibrium geometry, from OMol25.

Geometry as XYZ:
```
10
Properties=species:S:1:pos:R:3
C 1.378 -1.653 -0.710
C 0.753 -1.574 0.452
C 0.113 -1.048 -0.787
C -0.079 1.200 -0.394
C -1.249 1.702 0.349
O -1.026 1.793 -1.026
H 2.406 -1.978 -0.951
H 0.907 -1.801 1.438
H -1.812 0.756 0.668
H -1.391 2.603 0.959
```

* ΔE to the lowest compared entry with this formula, charge and spin: 703.89 kJ/mol
* LUMO level: 0.47 eV
* HOMO-LUMO gap: 8.879 eV
* 2S+1: 1

***

The following is a quantum chemistry calculation of 2 unconnected molecules or ions with the total composition C22H27FNO7 in a non-equilibrium geometry, from OMol25.

Geometry as XYZ:
```
58
Properties=species:S:1:pos:R:3
C 9.154 -0.246 0.304
O 9.114 1.117 -0.299
C 7.696 1.598 -0.343
C 7.179 1.457 -1.897
C 5.616 1.886 -2.145
C 4.537 1.107 -1.148
C 3.108 1.930 -1.320
C 1.784 0.966 -1.389
C 0.567 1.647 -2.313
C -0.831 0.919 -1.752
C -1.096 -0.690 -2.105
N -2.357 -1.411 -1.588
F -2.535 -2.728 -1.939
C -3.360 -0.660 -0.713
C -4.701 -1.486 -0.161
C -3.227 0.923 -0.294
C -1.895 1.772 -0.840
C -1.700 3.359 -0.466
O -1.592 4.232 -1.507
O -1.634 3.917 0.895
C -2.898 4.707 1.025
H 8.425 -1.006 -0.212
H 10.262 -0.645 0.177
H 8.881 -0.114 1.451
H 7.703 2.736 0.005
H 7.099 0.935 0.429
H 7.841 2.210 -2.535
H 7.441 0.379 -2.323
H 5.291 1.669 -3.249
H 5.453 3.041 -1.956
H 4.948 1.206 -0.041
H 4.463 -0.032 -1.416
H 3.180 2.487 -2.358
H 3.035 2.731 -0.469
H 1.984 -0.114 -1.822
H 1.327 0.868 -0.293
H 0.572 2.808 -2.073
H 0.749 1.454 -3.459
H -0.332 -1.318 -2.748
H -5.610 -1.344 -0.896
H -4.919 -1.052 0.921
H -4.435 -2.633 -0.085
H -3.999 1.497 0.395
H -3.651 4.505 0.129
H -2.692 5.880 1.016
H -3.428 4.358 2.009
C -7.923 -3.985 3.598
C -7.504 -4.820 4.564
C -6.148 -5.455 4.270
O -5.541 -6.195 5.051
C -5.511 -5.175 2.956
C -5.937 -4.350 1.984
C -7.240 -3.633 2.325
O -7.772 -2.778 1.610
O -5.392 -4.112 0.862
O -8.089 -5.118 5.651
H -8.873 -3.477 3.722
H -4.587 -5.723 2.808
```

* LUMO level: -1.07 eV
* HOMO-LUMO gap: 1.820 eV
* 2S+1: 1
* total charge: -1

***

The following is a quantum chemistry calculation of a single C6H11N molecule in a non-equilibrium geometry, from OMol25.

Geometry as XYZ:
```
18
Properties=species:S:1:pos:R:3
C -2.087 -0.372 0.861
N 0.593 0.002 1.626
C 0.268 -0.002 0.244
C -0.988 -0.241 -0.153
C -1.303 -0.465 -1.602
C 2.589 0.667 -0.473
C 1.313 0.436 -0.719
H -2.878 -1.012 0.476
H -2.452 0.621 1.131
H -1.721 -0.932 1.727
H 1.538 0.360 1.720
H -0.001 0.506 2.265
H -2.182 -1.107 -1.725
H -1.465 0.404 -2.229
H -0.556 -1.052 -2.129
H 3.273 1.102 -1.176
H 2.983 0.421 0.504
H 0.785 0.807 -1.590
```

* SMILES string: C=CC(N)=C(C)C
* ΔE to the lowest compared entry with this formula, charge and spin: 128.08 kJ/mol
* LUMO level: 1.02 eV
* HOMO-LUMO gap: 8.823 eV
* 2S+1: 1